[1]
The following is a quantum chemistry calculation of 12 unconnected molecules or ions with the total composition C26H54Cl22O2 at a distorted geometry, from the Open Molecules 2025 dataset.

```
104
Properties=species:S:1:pos:R:3:lowdin_charge:R:1
C -1.891 -2.473 0.418 -0.123
O -0.893 -2.554 -0.577 -0.208
C -0.839 -1.334 -1.368 -0.178
C 0.336 -0.465 -1.076 -0.222
O 0.100 0.292 0.076 -0.186
C 1.176 1.152 0.301 -0.162
H -1.966 -3.457 0.874 0.073
H -2.856 -2.252 -0.108 0.074
H -1.660 -1.850 1.244 0.017
H -1.772 -0.780 -1.271 0.090
H -0.773 -1.754 -2.358 0.078
H 0.496 0.118 -1.992 0.088
H 1.241 -1.103 -1.004 0.143
H 2.113 0.571 0.324 0.020
H 1.096 1.749 1.226 0.039
H 1.328 1.852 -0.522 0.059
Cl -5.320 0.526 3.122 0.559
C -3.855 1.290 2.503 -0.669
C -3.128 0.382 1.509 -0.630
Cl -4.092 0.047 0.044 0.606
H -3.228 1.574 3.337 0.000
H -4.203 2.221 2.059 0.068
H -3.000 -0.584 2.006 0.031
H -2.235 0.856 1.131 0.038
Cl -2.604 2.448 6.102 0.587
C -0.936 2.999 5.953 -0.664
C -0.092 2.147 5.015 -0.627
Cl -0.486 2.348 3.279 0.621
H -0.518 2.899 6.936 0.064
H -0.890 4.056 5.657 0.077
H -0.243 1.072 5.271 0.060
H 0.958 2.379 5.082 0.017
Cl -1.040 3.829 -1.065 0.578
C -1.960 2.396 -1.757 -0.588
C -3.232 2.865 -2.511 -0.677
Cl -4.366 3.829 -1.589 0.563
H -2.255 1.720 -0.939 0.011
H -1.351 1.756 -2.386 0.013
H -3.834 2.022 -2.812 0.054
H -2.954 3.431 -3.386 0.061
Cl 4.434 1.915 -0.260 0.647
C 5.641 0.995 0.588 -0.674
C 5.630 -0.479 0.242 -0.614
Cl 4.205 -1.284 0.937 0.593
H 5.510 1.203 1.652 0.014
H 6.605 1.342 0.253 0.074
H 6.399 -1.039 0.722 0.057
H 5.627 -0.625 -0.825 0.069
Cl -6.111 -1.290 -6.305 0.539
C -4.472 -1.547 -6.972 -0.661
C -3.609 -2.358 -6.037 -0.634
Cl -3.135 -1.393 -4.558 0.516
H -4.071 -0.566 -7.201 0.061
H -4.580 -2.064 -7.947 0.084
H -2.708 -2.711 -6.530 0.057
H -4.093 -3.218 -5.538 0.052
Cl -0.049 -4.968 5.483 0.531
C -0.836 -6.175 4.374 -0.598
C -1.153 -5.559 2.997 -0.552
Cl 0.391 -5.309 2.011 0.534
H -1.778 -6.497 4.848 0.077
H -0.216 -7.058 4.307 0.062
H -1.621 -4.593 3.044 0.036
H -1.663 -6.224 2.370 0.041
Cl 2.201 -1.893 5.126 0.595
C 1.579 -2.215 3.549 -0.727
C 0.444 -1.296 3.097 -0.610
Cl -1.044 -1.584 4.045 0.567
H 1.269 -3.254 3.457 -0.014
H 2.310 -2.031 2.751 0.026
H 0.172 -1.474 2.041 0.059
H 0.551 -0.234 3.232 0.014
Cl 1.848 6.333 0.947 0.598
C 2.088 4.970 -0.182 -0.669
C 2.826 5.362 -1.439 -0.624
Cl 4.510 5.875 -1.082 0.529
H 1.120 4.548 -0.454 -0.030
H 2.682 4.283 0.419 0.013
H 2.293 6.202 -1.850 0.066
H 2.882 4.570 -2.149 0.057
Cl -1.760 -4.850 -4.517 0.562
C -1.204 -4.232 -2.928 -0.643
C -0.848 -5.384 -1.971 -0.604
Cl 0.570 -6.378 -2.558 0.496
H -2.013 -3.640 -2.481 0.061
H -0.336 -3.605 -3.064 0.051
H -1.656 -6.093 -1.743 0.076
H -0.554 -5.015 -1.021 0.013
Cl 0.657 2.100 -4.188 0.538
C 0.878 1.324 -5.843 -0.584
C 0.388 -0.105 -5.903 -0.582
Cl 1.527 -1.174 -4.932 0.513
H 1.974 1.335 -5.946 0.063
H 0.394 1.934 -6.567 0.061
H 0.388 -0.470 -6.902 0.063
H -0.580 -0.220 -5.435 0.020
Cl 2.451 4.632 4.693 0.540
C 3.018 3.972 3.067 -0.604
C 4.463 3.493 3.174 -0.608
Cl 4.582 1.915 4.057 0.547
H 2.935 4.780 2.393 -0.040
H 2.342 3.171 2.788 0.034
H 5.029 4.223 3.744 0.063
H 4.903 3.408 2.174 0.046
```

Summary:
ΔE to the lowest compared entry with this formula, charge and spin = 0.0 kJ/mol
net charge = 0
SMILES string = COCCOC.ClCCCl.ClCCCl.ClCCCl.ClCCCl.ClCCCl.ClCCCl.ClCCCl.ClCCCl.ClCCCl.ClCCCl.ClCCCl

---

[2]
The following is a quantum chemistry calculation of a molecular structure, C26H54Cl2N2O3P2Pt at a distorted geometry, from the Open Molecules 2025 dataset.

```
90
Properties=species:S:1:pos:R:3:lowdin_charge:R:1
Pt 0.216 -0.314 -0.227 0.571
Cl -0.745 -1.512 -1.945 0.040
P 1.918 -1.482 0.119 0.750
C 2.645 -1.879 -1.516 -0.538
C 3.361 -0.940 1.164 -0.512
C 1.286 -3.104 0.743 -0.534
C 2.614 -0.727 -2.548 -0.163
H 1.955 -2.664 -1.871 0.090
C 4.072 -2.448 -1.441 -0.121
H 4.818 -1.640 -1.345 0.081
H 4.266 -2.965 -2.395 0.087
H 4.211 -3.179 -0.634 0.050
H 1.617 -0.644 -2.995 0.017
H 3.342 -0.947 -3.349 0.080
H 2.872 0.242 -2.094 0.049
H 0.577 -3.347 -0.071 0.079
C 0.483 -3.044 2.043 -0.117
C 2.343 -4.210 0.849 -0.113
H 2.628 -4.584 -0.142 0.072
H 1.903 -5.051 1.411 0.083
H 3.239 -3.874 1.401 0.075
H 0.128 -2.027 2.251 0.012
H 1.045 -3.393 2.924 0.086
H -0.424 -3.659 1.949 0.095
C 3.892 0.438 0.704 -0.144
H 4.134 -1.697 0.949 0.090
C 3.133 -0.973 2.686 -0.135
H 4.375 0.372 -0.280 0.065
H 4.642 0.791 1.433 0.083
H 3.074 1.179 0.673 -0.004
H 2.179 -0.494 2.939 -0.026
H 3.931 -0.396 3.187 0.093
H 3.132 -1.992 3.090 0.079
Cl 1.356 1.314 2.059 0.869
H 0.865 0.773 -1.419 0.018
P -2.107 1.192 -0.575 1.047
C -3.523 0.099 -0.721 -0.548
C -2.685 2.570 0.790 -0.358
C -1.796 2.018 -2.158 -0.506
C -3.515 -1.164 0.168 -0.112
H -3.357 -0.208 -1.761 0.086
C -4.859 0.838 -0.588 -0.112
H -5.143 0.944 0.472 0.080
H -5.609 0.199 -1.073 0.089
H -4.870 1.816 -1.092 0.055
H -2.803 -1.898 -0.229 0.030
H -4.529 -1.592 0.116 0.084
H -3.269 -0.933 1.218 0.055
H -1.666 1.104 -2.756 0.076
C -0.523 2.868 -2.318 -0.115
C -3.017 2.797 -2.652 -0.106
H -3.829 2.120 -2.953 0.075
H -2.692 3.353 -3.543 0.084
H -3.373 3.531 -1.904 0.080
H 0.200 2.753 -1.532 0.026
H -0.763 3.938 -2.361 0.084
H 0.011 2.524 -3.209 0.085
C -2.973 1.926 2.127 -0.113
H -3.689 2.820 0.324 0.099
C -1.839 3.844 0.794 -0.121
H -3.868 1.292 2.211 0.091
H -2.872 2.697 2.949 0.117
H -2.239 1.183 2.437 0.003
H -0.756 3.729 0.960 0.060
H -2.134 4.444 1.677 0.097
H -1.805 4.368 -0.165 0.084
C 1.759 1.459 5.846 -0.079
C 1.109 0.651 4.754 -0.281
C -0.391 0.721 4.414 -0.202
C -1.227 0.578 5.687 -0.211
C -0.946 -0.480 6.708 -0.089
C -0.596 2.229 4.063 -0.407
O -0.479 3.073 4.991 0.014
N -0.762 2.766 2.752 -0.006
C -0.339 1.679 1.448 -0.562
O -0.445 2.232 0.107 -0.508
N -1.244 0.142 1.699 0.014
C -1.070 -0.242 3.071 -0.418
O -1.537 -1.273 3.370 0.122
H 1.638 2.537 5.729 0.077
H 2.840 1.288 5.805 0.083
H 1.456 1.185 6.854 0.071
H 1.647 1.034 3.864 -0.032
H 1.366 -0.397 4.866 0.118
H -0.971 1.491 6.233 0.107
H -2.301 0.693 5.500 0.133
H 0.113 -0.578 6.933 0.065
H -1.408 -0.172 7.649 0.082
H -1.363 -1.448 6.464 0.071
H -0.528 3.778 2.780 0.137
```

Summary:
net charge = 0
spin multiplicity = 5

---

Number 1: energy -11297.7567 hartree. Number 2: energy -3080.2105 hartree.